# C4H7NO2

An isolated molecule of C4H7NO2 (ωB97M-V/def2-TZVPD, OMol25).

Structure (ORCA input):
```
! RIJCOSX wB97M-V def2-TZVPD def2/J DEFGRID3
* xyz 0 1
C 0.098 -1.766 -0.067
N 0.330 -0.418 0.420
C 1.142 0.429 -0.478
C 0.051 1.482 -0.374
O -0.040 2.664 -0.564
C -0.848 0.471 0.341
O -1.449 0.916 1.512
H -0.516 -2.324 0.648
H -0.419 -1.762 -1.047
H 1.053 -2.289 -0.188
H 1.267 0.030 -1.496
H 2.121 0.721 -0.081
H -1.632 0.019 -0.287
H -1.156 1.827 1.662
*
```

E_HOMO in eV: -9.5975
HOMO-LUMO gap in hartree: 0.3819
Energy in eV: -9845.074

---

# C4H6O

A structure of composition C4H6O (ωB97M-V/def2-TZVPD, OMol25).

Structure (ORCA input):
```
! RIJCOSX wB97M-V def2-TZVPD def2/J DEFGRID3
* xyz 0 1
O -1.252 0.474 1.638
C -0.232 0.947 1.056
C 0.675 0.043 0.314
C -0.683 -0.771 -0.868
C -0.228 -1.112 -1.943
H -1.437 -0.641 -0.087
H -0.245 1.967 0.619
H 0.825 0.926 1.665
H 1.470 0.477 -0.291
H 0.909 -0.912 0.778
H 0.199 -1.397 -2.880
*
```

E_HOMO (alpha / beta) in eV: -8.7283 / -8.7297
HOMO-LUMO gap (alpha / beta) in hartree: 0.3039 / 0.3040
Energy in eV: -6286.591

---

# C30H75BCdF4KN5O4S

A structure of composition C30H75BCdF4KN5O4S (ωB97M-V/def2-TZVPD, OMol25).

Structure (ORCA input):
```
! RIJCOSX wB97M-V def2-TZVPD def2/J DEFGRID3
* xyz 0 1
K -0.905 -0.304 -2.565
Cd 2.828 1.291 -1.251
S 2.345 -1.121 -2.497
O 3.056 -0.827 -1.174
O 3.309 -1.555 -3.468
O 1.139 -1.945 -2.390
O 1.842 0.268 -2.780
B 0.297 2.424 -1.039
F 1.363 2.950 -1.835
F -0.023 3.210 0.055
F -0.823 2.290 -1.867
F 0.711 1.159 -0.552
C 0.141 -1.275 1.838
C 1.070 -2.168 1.025
N 1.176 -3.483 1.638
C 2.234 -3.509 2.634
C 2.292 -4.835 3.391
C 1.207 -4.593 0.695
C 2.406 -4.630 -0.227
H 0.155 -0.237 1.494
H 0.530 -1.185 2.861
H -0.852 -1.716 1.886
H 0.694 -2.204 -0.006
H 2.058 -1.699 0.916
H 3.218 -3.383 2.147
H 2.066 -2.713 3.359
H 2.717 -5.645 2.798
H 2.937 -4.742 4.267
H 1.294 -5.124 3.726
H 0.296 -4.518 0.093
H 1.066 -5.540 1.223
H 2.496 -3.667 -0.732
H 2.335 -5.386 -1.008
H 3.324 -4.786 0.346
C 4.282 4.152 -0.276
C 3.500 3.423 0.792
N 3.650 1.937 0.754
C 5.081 1.569 0.832
C 5.357 0.062 0.787
C 2.809 1.281 1.791
C 3.352 1.385 3.213
H 3.861 5.144 -0.407
H 4.313 3.600 -1.219
H 5.323 4.257 0.041
H 3.682 3.801 1.803
H 2.427 3.571 0.629
H 5.552 2.040 1.704
H 5.573 2.025 -0.027
H 5.377 -0.330 -0.224
H 4.619 -0.498 1.363
H 6.301 -0.094 1.311
H 1.863 1.829 1.781
H 2.587 0.263 1.481
H 2.540 1.198 3.915
H 4.148 0.667 3.413
H 3.730 2.387 3.421
C -3.486 1.981 -4.891
C -1.999 2.046 -5.184
N -1.387 0.744 -5.403
C -2.068 -0.060 -6.412
C -2.240 0.598 -7.772
C 0.056 0.885 -5.528
C 0.814 -0.379 -5.916
H -3.689 1.279 -4.074
H -4.135 1.686 -5.717
H -3.843 2.952 -4.540
H -1.763 2.734 -6.013
H -1.531 2.491 -4.300
H -1.561 -1.023 -6.475
H -3.039 -0.348 -5.996
H -1.323 1.075 -8.120
H -2.617 -0.109 -8.511
H -2.990 1.392 -7.711
H 0.436 1.101 -4.526
H 0.387 1.722 -6.164
H 1.793 -0.444 -5.449
H 0.808 -0.533 -6.995
H 0.288 -1.239 -5.478
C -1.055 1.030 7.541
C -1.942 2.213 7.204
N -1.549 2.924 5.999
C -1.208 2.128 4.824
C -0.443 2.901 3.783
C -2.244 4.172 5.795
C -3.635 4.035 5.172
H -1.247 0.646 8.540
H -0.003 1.293 7.401
H -1.208 0.184 6.861
H -2.995 1.879 7.168
H -1.851 2.935 8.021
H -0.661 1.251 5.154
H -2.159 1.791 4.370
H -0.433 2.301 2.864
H -0.864 3.853 3.473
H 0.617 3.035 4.015
H -1.637 4.817 5.154
H -2.297 4.684 6.758
H -4.303 3.507 5.853
H -3.564 3.506 4.220
H -4.090 5.000 4.941
C -3.220 -0.149 -0.118
C -3.295 -1.656 -0.270
N -2.752 -2.139 -1.532
C -3.734 -2.055 -2.602
C -3.187 -2.589 -3.935
C -2.063 -3.438 -1.420
C -2.938 -4.573 -0.901
H -3.818 0.422 -0.837
H -2.220 0.284 -0.243
H -3.545 0.203 0.863
H -2.718 -2.091 0.550
H -4.336 -1.981 -0.125
H -4.650 -2.641 -2.395
H -4.109 -1.036 -2.749
H -2.222 -2.132 -4.189
H -3.061 -3.665 -3.856
H -3.849 -2.323 -4.758
H -1.277 -3.239 -0.691
H -1.584 -3.692 -2.361
H -3.666 -4.893 -1.650
H -3.474 -4.279 0.004
H -2.348 -5.442 -0.602
*
```

E_HOMO in eV: -7.8701
HOMO-LUMO gap in hartree: 0.2885
Energy in eV: -91246.590

---

Sequential F_max output: 0.013, 0.023, 0.048 hartree/bohr